Record 1
Molecular formula: C2H5FO
Method: DFT, the ωB97M-V functional and the def2-TZVPD basis

## Properties
Frontier orbital gap: 8.42 eV
Energy relative to the best compared isomer or geometry (same formula, charge and spin): 620.45 kJ/mol
Net charge: 0
2S+1: 1

Last column: Löwdin charge in e.
Element x y z (Å)
1 C 0.23 -0.28 0.51  -0.305
2 C -0.76 -0.11 -0.80  -0.170
3 H 2.19 0.72 1.25  0.331
4 H 0.97 -0.93 -0.08  0.095
5 H -0.20 -0.76 1.69  0.177
6 H -1.24 -1.03 -1.04  0.099
7 H -0.02 0.25 -1.40  0.068
8 O 0.51 1.17 0.75  -0.223
9 F -1.68 0.96 -0.87  -0.072


Record 2
Molecular formula: C29H59N3O5S
Method: DFT, the ωB97M-V functional and the def2-TZVPD basis

## Properties
Frontier orbital gap (alpha / beta): 4.77 / 4.74 eV
Net charge: -1
2S+1: 4

Last column: Löwdin charge in e.
Element x y z (Å)
1 C 3.88 -5.98 -4.54  -0.324
2 S 2.74 -4.93 -5.19  0.446
3 C 1.12 -5.68 -4.96  -0.194
4 O 2.90 -4.75 -6.64  -0.430
5 O 2.61 -3.67 -4.46  -0.438
6 H 4.52 -6.33 -5.35  -0.033
7 H 3.39 -6.81 -4.03  -0.039
8 H 0.95 -6.39 -5.77  0.046
9 H 1.09 -6.20 -4.00  0.041
10 H 0.37 -4.89 -4.97  0.042
11 C 4.06 -5.71 1.34  -0.032
12 C 5.22 -4.71 1.23  -0.489
13 C 4.95 -3.43 2.03  -0.137
14 C 3.88 -2.54 1.39  -0.181
15 C 4.21 -2.23 -0.06  -0.129
16 C 4.45 -3.48 -0.92  -0.469
17 N 5.47 -4.30 -0.19  -0.111
18 O 6.69 -4.00 -0.44  -0.034
19 C 3.14 -4.23 -1.18  -0.025
20 C 5.01 -3.09 -2.28  -0.040
21 C 6.48 -5.40 1.75  -0.052
22 H 4.17 -6.25 2.28  0.080
23 H 3.08 -5.24 1.35  0.059
24 H 4.09 -6.43 0.53  0.094
25 H 5.89 -2.87 2.08  0.121
26 H 4.67 -3.71 3.05  0.119
27 H 2.89 -3.02 1.47  0.099
28 H 3.80 -1.61 1.96  0.106
29 H 3.39 -1.66 -0.52  0.103
30 H 5.10 -1.59 -0.10  0.123
31 H 3.34 -5.20 -1.64  0.086
32 H 2.57 -3.66 -1.90  0.067
33 H 2.53 -4.37 -0.29  0.057
34 H 5.90 -2.47 -2.21  0.075
35 H 4.23 -2.56 -2.83  0.076
36 H 5.23 -3.99 -2.87  0.076
37 H 6.71 -6.28 1.16  0.091
38 H 6.30 -5.70 2.78  0.081
39 H 7.34 -4.73 1.71  0.073
40 C -2.65 1.25 0.11  -0.044
41 C -1.90 0.00 0.57  -0.484
42 C -0.61 0.36 1.31  -0.130
43 C 0.47 0.93 0.40  -0.171
44 C 0.77 -0.01 -0.76  -0.128
45 C -0.47 -0.41 -1.57  -0.481
46 N -1.51 -0.88 -0.59  -0.116
47 O -1.47 -2.13 -0.31  -0.025
48 C -0.97 0.75 -2.42  -0.031
49 C -0.14 -1.57 -2.51  -0.030
50 C -2.82 -0.80 1.47  -0.047
51 H -3.22 1.64 0.96  0.075
52 H -2.00 2.06 -0.21  0.059
53 H -3.35 1.02 -0.69  0.093
54 H -0.23 -0.54 1.79  0.124
55 H -0.86 1.08 2.11  0.122
56 H 0.18 1.92 0.03  0.102
57 H 1.39 1.08 0.98  0.111
58 H 1.50 0.43 -1.44  0.129
59 H 1.23 -0.93 -0.36  0.110
60 H -1.95 0.52 -2.85  0.091
61 H -0.27 0.89 -3.24  0.089
62 H -1.05 1.70 -1.89  0.057
63 H 0.30 -2.41 -1.98  0.074
64 H 0.57 -1.22 -3.26  0.095
65 H -1.04 -1.92 -3.02  0.094
66 H -3.72 -1.10 0.94  0.091
67 H -3.11 -0.16 2.31  0.083
68 H -2.34 -1.69 1.85  0.077
69 C -5.43 6.83 0.20  -0.031
70 C -4.90 5.47 0.66  -0.482
71 C -5.88 4.77 1.62  -0.129
72 C -5.95 5.43 2.99  -0.175
73 C -4.57 5.53 3.63  -0.131
74 C -3.54 6.24 2.73  -0.489
75 N -3.59 5.58 1.38  -0.113
76 O -2.83 4.56 1.26  -0.030
77 C -3.80 7.74 2.65  -0.032
78 C -2.13 6.04 3.29  -0.042
79 C -4.68 4.61 -0.58  -0.034
80 H -6.14 6.67 -0.61  0.085
81 H -5.96 7.38 0.98  0.060
82 H -4.62 7.45 -0.18  0.093
83 H -5.56 3.73 1.73  0.124
84 H -6.87 4.75 1.15  0.125
85 H -6.42 6.42 2.92  0.102
86 H -6.60 4.84 3.64  0.112
87 H -4.62 6.07 4.58  0.123
88 H -4.20 4.52 3.84  0.125
89 H -3.18 8.20 1.89  0.093
90 H -3.54 8.18 3.62  0.087
91 H -4.84 7.99 2.46  0.057
92 H -1.91 4.98 3.44  0.079
93 H -2.06 6.56 4.25  0.087
94 H -1.39 6.45 2.61  0.093
95 H -3.95 5.07 -1.24  0.097
96 H -5.63 4.52 -1.11  0.089
97 H -4.33 3.61 -0.32  0.060


Record 3
Molecular formula: C2HCl5
Method: DFT, the ωB97M-V functional and the def2-TZVPD basis

## Properties
Frontier orbital gap (alpha / beta): 6.74 / 9.13 eV
Energy relative to the best compared isomer or geometry (same formula, charge and spin): 334.08 kJ/mol
Net charge: 0
2S+1: 1

Last column: Löwdin charge in e.
Element x y z (Å)
1 C 0.65 -1.51 -0.69  -1.135
2 C -0.88 1.20 -2.01  -1.594
3 Cl 0.53 -0.79 0.81  0.593
4 Cl -0.17 -2.93 -1.18  0.566
5 Cl -0.39 2.86 -1.96  0.532
6 Cl -1.39 0.65 -3.58  0.532
7 Cl -2.04 0.93 -0.79  0.535
8 H 1.02 -0.89 -1.45  -0.028


Record 4
Molecular formula: C24H26ClNO2
Method: DFT, the ωB97M-V functional and the def2-TZVPD basis

## Properties
Frontier orbital gap: 9.07 eV
Energy relative to the best compared isomer or geometry (same formula, charge and spin): 0.00 kJ/mol
Net charge: 0
2S+1: 1

Last column: Löwdin charge in e.
Element x y z (Å)
1 C -5.71 -0.11 1.81  -0.101
2 C -4.22 0.17 1.65  -0.221
3 C -3.65 -0.41 0.35  -0.277
4 C -3.68 -1.95 0.34  -0.144
5 C -2.65 -2.62 -0.52  -0.082
6 C -1.72 -1.99 -1.23  -0.046
7 C -1.71 -0.50 -1.22  -0.198
8 C -2.19 0.00 0.14  -0.152
9 C -1.77 1.47 0.10  -0.398
10 O -2.20 2.40 0.74  0.079
11 N -0.74 1.54 -0.78  -0.006
12 C 0.02 2.75 -1.02  -0.076
13 C 1.41 2.64 -0.45  -0.217
14 C 2.48 2.26 -1.26  -0.050
15 C 3.73 2.06 -0.71  -0.077
16 C 3.94 2.25 0.65  -0.092
17 C 2.88 2.65 1.45  -0.094
18 C 1.62 2.83 0.90  -0.043
19 C -0.40 0.29 -1.43  -0.178
20 C 0.82 -0.38 -0.86  -0.184
21 C 1.67 -1.10 -1.68  -0.035
22 C 2.82 -1.69 -1.19  -0.008
23 C 3.16 -1.58 0.15  -0.304
24 O 4.27 -2.09 0.73  -0.112
25 C 5.18 -2.80 -0.07  -0.080
26 C 2.29 -0.86 0.98  -0.565
27 Cl 2.68 -0.70 2.65  0.744
28 C 1.14 -0.28 0.49  -0.047
29 H -6.08 0.36 2.71  0.070
30 H -5.90 -1.18 1.88  0.064
31 H -6.26 0.28 0.96  0.075
32 H -4.05 1.25 1.64  0.101
33 H -3.67 -0.25 2.49  0.120
34 H -4.24 -0.02 -0.49  0.154
35 H -4.67 -2.29 0.02  0.119
36 H -3.54 -2.31 1.36  0.124
37 H -2.69 -3.70 -0.51  0.103
38 H -0.99 -2.52 -1.82  0.107
39 H -2.42 -0.14 -1.99  0.164
40 H -1.60 -0.47 0.93  0.166
41 H 0.06 2.93 -2.10  0.131
42 H -0.53 3.56 -0.53  0.130
43 H 2.33 2.10 -2.32  0.115
44 H 4.56 1.76 -1.34  0.104
45 H 4.91 2.09 1.08  0.105
46 H 3.03 2.80 2.51  0.104
47 H 0.80 3.13 1.53  0.121
48 H -0.22 0.48 -2.50  0.158
49 H 1.44 -1.19 -2.73  0.119
50 H 3.46 -2.24 -1.87  0.105
51 H 5.98 -3.10 0.60  0.096
52 H 5.59 -2.17 -0.87  0.097
53 H 4.72 -3.69 -0.51  0.097
54 H 0.51 0.28 1.17  0.116


Record 5
Molecular formula: C5H5ClN2O2
Method: DFT, the ωB97M-V functional and the def2-TZVPD basis

## Properties
Frontier orbital gap: 9.15 eV
Energy relative to the best compared isomer or geometry (same formula, charge and spin): 473.04 kJ/mol
Net charge: 0
2S+1: 1

Last column: Löwdin charge in e.
Element x y z (Å)
1 O -2.33 -1.14 0.12  0.085
2 N -1.19 -1.51 0.15  -0.383
3 O -0.70 -2.49 0.61  0.099
4 C -0.24 -0.55 -0.71  -0.167
5 C -0.91 0.86 -0.74  -0.018
6 C -0.53 1.69 0.25  -0.176
7 N 0.48 1.61 1.15  0.052
8 C 1.28 0.64 0.93  -0.640
9 Cl 2.81 0.69 1.83  0.652
10 C 1.13 -0.49 -0.11  -0.139
11 H -0.27 -1.06 -1.77  0.184
12 H -1.63 1.11 -1.55  0.120
13 H -1.22 2.49 0.46  0.107
14 H 1.53 -1.38 0.32  0.102
15 H 1.78 -0.46 -0.96  0.121


Record 6
Molecular formula: C18H37O2P3Ti
Method: DFT, the ωB97M-V functional and the def2-TZVPD basis

## Properties
Frontier orbital gap (alpha / beta): 3.98 / 4.05 eV
Energy relative to the best compared isomer or geometry (same formula, charge and spin): 0.00 kJ/mol
Net charge: +4
2S+1: 1

Last column: Löwdin charge in e.
Element x y z (Å)
1 Ti -0.01 0.22 -1.67  0.596
2 P 0.43 -2.12 -2.20  0.806
3 P 2.15 -0.10 -0.03  0.842
4 P -2.52 0.18 -1.40  0.840
5 H 2.09 2.22 -1.81  0.093
6 C 1.00 2.34 -1.83  -0.056
7 C 0.19 2.47 -0.69  -0.023
8 H 0.58 2.49 0.33  0.085
9 C 1.47 -2.07 -3.71  -0.175
10 C 1.29 -3.35 -1.16  -0.205
11 C -1.06 -3.05 -2.69  -0.194
12 C 2.70 1.39 0.89  -0.196
13 C 2.44 -1.27 1.35  -0.187
14 C 3.62 -0.43 -1.07  -0.197
15 C -3.10 1.67 -0.50  -0.184
16 C -3.47 -0.98 -0.37  -0.185
17 C -3.40 0.21 -3.00  -0.175
18 H 0.65 2.75 -2.79  0.108
19 H -0.78 2.97 -0.79  0.085
20 H 0.96 -2.68 -4.47  0.101
21 H 2.46 -2.48 -3.49  0.089
22 H 1.61 -1.06 -4.14  0.016
23 H 1.24 -4.35 -1.62  0.103
24 H 0.85 -3.44 -0.16  0.066
25 H 2.34 -3.11 -1.02  0.043
26 H -0.76 -3.99 -3.18  0.098
27 H -1.66 -2.47 -3.40  0.055
28 H -1.71 -3.29 -1.84  0.069
29 H 3.76 1.25 1.15  0.097
30 H 2.12 1.47 1.82  0.088
31 H 2.58 2.30 0.30  0.047
32 H 3.50 -1.24 1.64  0.104
33 H 2.18 -2.31 1.10  0.043
34 H 1.85 -0.97 2.23  0.073
35 H 4.50 -0.18 -0.47  0.091
36 H 3.60 0.21 -1.96  0.058
37 H 3.67 -1.48 -1.38  0.052
38 H -4.18 1.76 -0.66  0.099
39 H -2.60 2.58 -0.84  0.042
40 H -2.88 1.51 0.57  0.085
41 H -4.49 -0.59 -0.25  0.101
42 H -3.01 -1.04 0.62  0.053
43 H -3.51 -1.98 -0.81  0.069
44 H -4.44 0.54 -2.84  0.101
45 H -3.41 -0.79 -3.46  0.073
46 H -2.91 0.89 -3.71  0.020
47 C -0.49 1.07 -5.07  -0.219
48 C 0.34 0.51 -6.06  -0.001
49 C 0.20 0.86 -7.41  0.006
50 C -0.70 1.87 -7.79  0.022
51 C -1.50 2.46 -6.79  0.007
52 C -1.46 2.02 -5.44  0.001
53 O -0.30 0.54 -3.72  -0.185
54 H 0.70 0.35 -3.70  0.080
55 H 1.07 -0.25 -5.77  0.102
56 H 0.76 0.29 -8.17  0.143
57 H -0.77 2.15 -8.86  0.153
58 H -2.20 3.26 -7.10  0.146
59 H -2.15 2.46 -4.70  0.121
60 O -0.74 -0.81 1.43  0.205
61 C -0.47 -0.37 0.38  -0.192


| no. | total energy (Eh) |
| --- | --- |
| 1 | -254.05467 |
| 2 | -2078.85451 |
| 3 | -2377.63767 |
| 4 | -1595.58640 |
| 5 | -913.56394 |
| 6 | -2730.37377 |